Entry i
Here is a single CH5NO2S molecule from OMol25. Energies are from ωB97M-V/def2-TZVPD.

Last column: Löwdin charge in e.
Cartesian coordinates (Å):
C (0.49, 0.25, -0.80)  -0.3710
N (1.33, 0.34, 0.35)  -0.0338
O (-0.98, -1.26, 0.42)  -0.3615
O (-1.75, 1.22, 0.61)  -0.5039
S (-1.36, 0.16, -0.36)  0.8895
H (0.68, -0.53, -1.45)  0.0567
H (0.72, 1.30, -1.22)  0.1175
H (0.87, 0.87, 1.05)  0.0473
H (-1.74, -1.88, 0.58)  0.0858
H (1.74, -0.46, 0.81)  0.0733

Summary:
- Total charge: 0
- HOMO: -8.882 eV
- Orbital gap: 9.343 eV


Entry ii
Here is a single CH5NO2S molecule from OMol25. Energies are from ωB97M-V/def2-TZVPD.

Last column: Löwdin charge in e.
Cartesian coordinates (Å):
C (-1.37, -0.24, 0.04)  -0.2627
N (0.83, 0.68, -0.80)  -0.3355
O (0.97, -1.44, 0.65)  -0.5592
O (1.46, 0.97, 0.42)  -0.1516
S (0.16, -0.88, -0.66)  0.9798
H (-1.85, -0.86, 0.72)  0.0220
H (-2.09, 0.21, -0.66)  0.0656
H (-1.27, 0.51, 0.79)  0.0525
H (1.57, 0.80, -1.57)  0.1315
H (1.59, 0.24, 1.05)  0.0576

Summary:
- Total charge: 0
- HOMO: -9.590 eV
- Orbital gap: 10.138 eV


Each structure's energy above the most stable one, in eV: entry i 0.000; entry ii 2.372.


Entry i
Here is a molecular structure, C34H41ClO2P2RuS2Si2 from OMol25. Energies are from ωB97M-V/def2-TZVPD.

Last column: Löwdin charge in e.
Cartesian coordinates (Å):
Ru (-0.04, -0.48, 1.25)  0.7576
S (-2.18, -1.30, 0.38)  0.3834
P (-1.30, -0.47, -1.23)  0.4418
C (-0.24, 0.68, -0.58)  -0.6081
P (1.45, 0.76, -0.78)  0.4405
S (2.21, 0.53, 1.05)  0.4318
C (1.96, 2.39, -1.45)  -0.3317
C (1.04, 3.42, -1.51)  -0.0980
C (1.42, 4.68, -1.96)  -0.0837
C (2.73, 4.91, -2.34)  -0.1006
C (3.67, 3.88, -2.26)  -0.0906
C (3.28, 2.63, -1.82)  -0.0885
C (2.26, -0.37, -1.96)  -0.3369
C (2.94, -1.49, -1.50)  -0.0972
C (3.52, -2.37, -2.40)  -0.0755
C (3.42, -2.13, -3.76)  -0.0924
C (2.74, -1.02, -4.23)  -0.0925
C (2.16, -0.14, -3.33)  -0.0995
C (-0.77, -1.80, -2.37)  -0.3153
C (-0.31, -3.01, -1.87)  -0.0891
C (0.05, -4.03, -2.73)  -0.0765
C (-0.05, -3.86, -4.10)  -0.0985
C (-0.50, -2.65, -4.62)  -0.0975
C (-0.85, -1.62, -3.75)  -0.0958
C (-2.59, 0.33, -2.26)  -0.3467
C (-3.80, -0.31, -2.52)  -0.0966
C (-4.77, 0.32, -3.29)  -0.0905
C (-4.53, 1.58, -3.82)  -0.1024
C (-3.33, 2.22, -3.56)  -0.0892
C (-2.37, 1.59, -2.78)  -0.0871
H (0.02, 3.22, -1.20)  0.0747
H (0.69, 5.48, -2.00)  0.0990
H (3.03, 5.89, -2.68)  0.0946
H (4.69, 4.06, -2.55)  0.0972
H (4.01, 1.83, -1.76)  0.1111
H (3.02, -1.67, -0.43)  0.0365
H (4.05, -3.24, -2.03)  0.0996
H (3.87, -2.83, -4.47)  0.0968
H (2.66, -0.83, -5.29)  0.0998
H (1.63, 0.73, -3.70)  0.1126
H (-0.24, -3.15, -0.80)  0.0644
H (0.41, -4.97, -2.32)  0.1030
H (0.23, -4.66, -4.78)  0.0953
H (-0.58, -2.51, -5.69)  0.0974
H (-1.20, -0.68, -4.16)  0.1035
H (-3.99, -1.29, -2.11)  0.0998
H (-5.71, -0.18, -3.49)  0.0971
H (-5.29, 2.07, -4.42)  0.0940
H (-3.14, 3.21, -3.96)  0.0971
H (-1.43, 2.09, -2.56)  0.0810
C (-0.41, -1.02, 5.50)  -0.1879
Si (-1.59, -0.95, 4.04)  0.3896
C (-1.81, -2.72, 3.46)  -0.2032
C (-3.28, -0.49, 4.75)  -0.1846
C (-1.16, 0.35, 2.76)  -0.5294
Si (-0.37, 1.96, 3.29)  0.3870
C (0.03, 3.12, 1.86)  -0.2087
C (-1.63, 2.91, 4.32)  -0.1943
C (1.17, 1.72, 4.33)  -0.1916
H (-0.68, -1.87, 6.13)  0.0254
H (-0.48, -0.12, 6.11)  0.0181
H (0.62, -1.14, 5.17)  0.0151
H (-2.18, -3.30, 4.31)  0.0272
H (-0.90, -3.18, 3.10)  0.0142
H (-2.54, -2.81, 2.65)  -0.0131
H (-3.55, -1.16, 5.57)  0.0230
H (-4.05, -0.56, 3.98)  0.0281
H (-3.29, 0.53, 5.13)  0.0053
H (-2.12, 0.62, 2.29)  -0.0148
H (-0.42, 2.76, 0.94)  -0.0102
H (1.10, 3.21, 1.69)  0.0088
H (-0.37, 4.11, 2.09)  0.0237
H (-2.49, 3.19, 3.71)  0.0287
H (-1.20, 3.82, 4.73)  0.0212
H (-2.01, 2.32, 5.16)  0.0034
H (1.84, 0.98, 3.88)  -0.0031
H (0.94, 1.39, 5.34)  0.0089
H (1.71, 2.67, 4.40)  0.0283
Cl (4.03, -3.49, 1.57)  0.5510
C (2.49, -3.59, 2.50)  -0.4596
C (1.53, -2.50, 2.08)  -0.7998
O (1.37, -1.51, 2.84)  -0.1600
O (0.91, -2.62, 0.99)  -0.1223
H (2.75, -3.50, 3.55)  0.0719
H (2.06, -4.57, 2.28)  0.0745

Summary:
- Total charge: -1
- Multiplicity: 2
- HOMO (spin up / spin down): -4.385 / -4.321 eV
- Orbital gap (spin up / spin down): 6.925 / 6.862 eV


Entry ii
Here is a molecular structure, C34H41ClO2P2RuS2Si2 from OMol25. Energies are from ωB97M-V/def2-TZVPD.

Last column: Löwdin charge in e.
Cartesian coordinates (Å):
Ru (-0.14, 0.12, -0.24)  0.7458
S (-2.14, 1.63, -0.64)  0.3630
P (-2.94, -0.08, 0.04)  0.4524
C (-1.65, -1.17, 0.24)  -0.6360
P (-0.79, -1.92, 1.51)  0.4843
S (1.07, -1.14, 1.47)  0.4125
C (-0.64, -3.71, 1.22)  -0.3412
C (-1.07, -4.26, 0.02)  -0.0909
C (-0.88, -5.62, -0.23)  -0.0879
C (-0.26, -6.42, 0.72)  -0.0973
C (0.18, -5.87, 1.92)  -0.0867
C (-0.01, -4.52, 2.16)  -0.0886
C (-1.51, -1.82, 3.17)  -0.3329
C (-0.96, -0.95, 4.11)  -0.0922
C (-1.53, -0.85, 5.37)  -0.0785
C (-2.66, -1.59, 5.69)  -0.0977
C (-3.22, -2.44, 4.74)  -0.0935
C (-2.64, -2.56, 3.49)  -0.0871
C (-3.95, 0.17, 1.53)  -0.3192
C (-3.47, 1.03, 2.51)  -0.0809
C (-4.19, 1.20, 3.69)  -0.0751
C (-5.38, 0.51, 3.89)  -0.0989
C (-5.85, -0.36, 2.92)  -0.0980
C (-5.14, -0.53, 1.74)  -0.0842
C (-4.15, -0.70, -1.17)  -0.3648
C (-5.06, 0.17, -1.75)  -0.1002
C (-5.98, -0.29, -2.68)  -0.0847
C (-5.98, -1.63, -3.05)  -0.0965
C (-5.07, -2.51, -2.48)  -0.0855
C (-4.15, -2.04, -1.54)  -0.0842
H (-1.52, -3.61, -0.72)  0.0748
H (-1.21, -6.04, -1.17)  0.0993
H (-0.11, -7.48, 0.52)  0.0957
H (0.67, -6.49, 2.65)  0.0982
H (0.35, -4.08, 3.09)  0.1109
H (-0.10, -0.34, 3.84)  0.0687
H (-1.10, -0.17, 6.10)  0.1039
H (-3.11, -1.51, 6.67)  0.0968
H (-4.11, -3.01, 4.98)  0.0994
H (-3.07, -3.23, 2.75)  0.1117
H (-2.54, 1.56, 2.36)  0.0753
H (-3.81, 1.87, 4.45)  0.1067
H (-5.93, 0.64, 4.81)  0.0968
H (-6.78, -0.91, 3.07)  0.0964
H (-5.51, -1.20, 0.97)  0.1001
H (-5.03, 1.22, -1.47)  0.0982
H (-6.68, 0.40, -3.13)  0.0987
H (-6.69, -1.99, -3.78)  0.0956
H (-5.07, -3.55, -2.77)  0.0984
H (-3.42, -2.71, -1.10)  0.0787
C (2.48, -3.25, -0.99)  -0.2003
Si (2.34, -1.53, -1.77)  0.3889
C (3.21, -1.82, -3.44)  -0.2063
C (3.43, -0.27, -0.89)  -0.2010
C (0.57, -0.95, -1.94)  -0.4734
Si (0.12, 0.14, -3.39)  0.3861
C (0.64, 1.93, -3.10)  -0.1940
C (0.95, -0.29, -5.05)  -0.2063
C (-1.72, 0.00, -3.81)  -0.1960
H (3.46, -3.68, -1.25)  0.0196
H (1.71, -3.91, -1.39)  0.0215
H (2.38, -3.24, 0.09)  -0.0181
H (4.18, -2.31, -3.24)  0.0219
H (3.42, -0.90, -3.99)  0.0077
H (2.64, -2.49, -4.09)  0.0249
H (4.37, -0.74, -0.59)  0.0274
H (2.96, 0.17, -0.01)  -0.0286
H (3.69, 0.55, -1.58)  0.0253
H (-0.01, -1.87, -2.07)  0.0008
H (1.73, 2.00, -3.18)  0.0254
H (0.34, 2.33, -2.14)  -0.0190
H (0.22, 2.56, -3.89)  0.0276
H (2.00, 0.01, -5.08)  0.0056
H (0.42, 0.27, -5.83)  0.0209
H (0.89, -1.35, -5.30)  0.0240
H (-2.36, 0.48, -3.07)  -0.0392
H (-2.01, -1.05, -3.88)  0.0291
H (-1.90, 0.47, -4.78)  0.0233
Cl (2.05, 3.51, 3.68)  0.5219
C (1.35, 3.60, 2.04)  -0.4924
C (0.53, 2.35, 1.69)  -0.7675
O (0.82, 1.87, 0.55)  -0.2250
O (-0.31, 1.94, 2.49)  -0.0506
H (2.17, 3.72, 1.34)  0.0647
H (0.70, 4.47, 2.03)  0.0714

Summary:
- Total charge: -1
- Multiplicity: 2
- HOMO (spin up / spin down): -4.200 / -4.128 eV
- Orbital gap (spin up / spin down): 6.691 / 6.617 eV


Each structure's energy above the most stable one, in eV: entry i 0.156; entry ii 0.000.


Entry i
Here is 2 unconnected molecules or ions with the total composition C6H12NO from OMol25. Energies are from ωB97M-V/def2-TZVPD.

Last column: Löwdin charge in e.
Cartesian coordinates (Å):
C (1.53, 0.99, 0.83)  0.0030
C (-1.38, 0.26, 0.82)  -0.4288
C (-2.17, 1.41, 0.28)  0.0307
C (-0.81, -2.20, -0.05)  -0.0245
C (2.52, 0.12, -1.09)  -0.0604
C (-0.92, -0.76, -0.16)  0.1216
N (1.45, 0.17, -0.09)  -0.0321
O (-1.14, 0.15, 2.02)  0.1428
H (0.65, 1.13, 1.49)  0.0772
H (2.23, 1.83, 0.99)  0.1250
H (-2.71, 0.99, -0.59)  0.1076
H (-2.94, 1.68, 0.98)  0.1043
H (-1.67, 2.29, 0.06)  0.0792
H (-1.65, -2.56, -0.60)  0.1158
H (0.04, -2.65, -0.63)  0.1325
H (-0.88, -2.82, 0.87)  0.1270
H (2.69, -0.90, -1.38)  0.0788
H (3.38, 0.54, -0.66)  0.0636
H (2.35, 0.78, -1.98)  0.1155
H (-0.56, -0.44, -1.12)  0.1212

Summary:
- Total charge: +1
- HOMO: -14.687 eV
- Orbital gap: 7.885 eV


Entry ii
Here is a molecular structure, C6H12NO from OMol25. Energies are from ωB97M-V/def2-TZVPD.

Last column: Löwdin charge in e.
Cartesian coordinates (Å):
C (-0.90, -0.40, -0.92)  -0.2294
O (-0.89, -0.12, 0.39)  -0.0212
C (0.60, -0.37, -1.49)  -0.1013
C (1.56, 0.42, -0.62)  -0.2057
C (2.11, -0.38, 0.53)  -0.1800
C (3.36, -0.29, 0.96)  0.0420
C (-2.38, 0.63, 1.12)  -0.0703
N (-3.20, 0.52, 0.14)  0.2544
H (-1.40, -1.36, -1.13)  0.1454
H (-1.41, 0.37, -1.52)  0.1631
H (-4.11, 0.11, 0.41)  0.1354
H (0.94, -1.40, -1.62)  0.1302
H (0.51, 0.12, -2.46)  0.1173
H (2.41, 0.86, -1.15)  0.1261
H (0.98, 1.24, -0.18)  0.1184
H (4.02, 0.45, 0.53)  0.0723
H (3.74, -0.86, 1.80)  0.0662
H (-2.47, -0.04, 1.98)  0.1476
H (-1.83, 1.57, 1.25)  0.1869
H (1.42, -1.14, 0.88)  0.1024

Summary:
- Total charge: +1
- HOMO: -12.909 eV
- Orbital gap: 3.790 eV


Each structure's energy above the most stable one, in eV: entry i 0.000; entry ii 3.530.


Entry i
Here is 2 unconnected molecules or ions with the total composition C6H12NO from OMol25. Energies are from ωB97M-V/def2-TZVPD.

Last column: Löwdin charge in e.
Cartesian coordinates (Å):
C (0.01, -0.33, 1.25)  -0.2366
O (-0.98, 0.14, 0.60)  0.0706
C (1.21, 0.77, 1.41)  -0.0235
C (1.47, 1.48, 0.08)  -0.1734
C (1.41, 0.57, -1.10)  -0.1720
C (2.43, -0.08, -1.65)  0.0789
C (-4.01, -1.36, -0.56)  -0.0370
N (-2.78, -1.35, -0.66)  0.1189
H (0.61, -1.08, 0.66)  0.1741
H (-0.20, -0.63, 2.28)  0.1523
H (-2.23, -0.75, 0.01)  0.0390
H (2.09, 0.17, 1.65)  0.1333
H (0.97, 1.45, 2.22)  0.1348
H (2.41, 2.01, 0.17)  0.1443
H (0.65, 2.18, -0.05)  0.1219
H (3.44, -0.06, -1.27)  0.0770
H (2.30, -0.84, -2.42)  0.0798
H (-4.62, -2.08, -1.12)  0.1002
H (-4.60, -0.65, 0.04)  0.1070
H (0.44, 0.44, -1.55)  0.1105

Summary:
- Total charge: +1
- HOMO: -13.649 eV
- Orbital gap: 4.642 eV


Entry ii
Here is 2 unconnected molecules or ions with the total composition C6H12NO from OMol25. Energies are from ωB97M-V/def2-TZVPD.

Last column: Löwdin charge in e.
Cartesian coordinates (Å):
C (-0.17, 2.47, -0.97)  0.1639
C (0.44, 1.52, -0.64)  -0.2474
C (-1.43, -0.38, 0.52)  -0.1439
C (-2.15, -0.62, -0.73)  -0.0257
C (0.17, -1.33, 2.07)  -0.0319
C (2.60, 0.80, -1.22)  -0.0138
N (-0.68, -1.32, 0.93)  -0.0185
O (1.37, 0.57, -0.52)  -0.1133
H (-0.81, 3.24, -0.95)  0.0100
H (-1.48, 0.62, 1.07)  0.1888
H (-2.05, 0.17, -1.49)  0.1003
H (-3.21, -0.33, -0.33)  0.1415
H (-2.05, -1.75, -1.01)  0.1356
H (1.29, -1.20, 1.79)  0.1338
H (-0.11, -0.47, 2.64)  0.0907
H (0.06, -2.36, 2.53)  0.1305
H (2.98, 1.82, -1.11)  0.1143
H (2.50, 0.61, -2.23)  0.0787
H (3.27, 0.18, -0.73)  0.0755
H (-0.52, -2.25, 0.38)  0.2307

Summary:
- Total charge: +1
- HOMO: -13.198 eV
- Orbital gap: 9.184 eV


Each structure's energy above the most stable one, in eV: entry i 3.151; entry ii 0.000.


Entry i
Here is a molecular structure, C6H12NO from OMol25. Energies are from ωB97M-V/def2-TZVPD.

Last column: Löwdin charge in e.
Cartesian coordinates (Å):
C (-3.67, 0.58, -0.26)  0.1434
C (-2.44, 0.59, -0.30)  -0.2446
C (-0.35, -1.86, -0.37)  0.0161
C (1.57, 1.42, -0.55)  0.0581
C (0.96, 0.15, 1.54)  0.0404
C (0.05, -0.47, -0.65)  -0.1395
N (1.18, 0.06, 0.03)  -0.1680
O (-1.13, 0.79, -0.06)  -0.1037
H (-4.68, 0.59, -0.58)  0.0378
H (-1.41, -1.94, -0.33)  0.0994
H (-0.10, -2.53, -1.14)  0.0939
H (0.00, -2.17, 0.58)  0.0887
H (0.67, 2.01, -0.34)  0.1094
H (2.51, 1.62, 0.05)  0.1303
H (1.78, 1.34, -1.63)  0.1196
H (1.48, -0.78, 1.96)  0.1362
H (1.67, 0.92, 1.82)  0.0885
H (-0.05, 0.44, 1.92)  0.1391
H (-0.01, -0.18, -1.70)  0.1626
H (1.96, -0.60, 0.01)  0.1922

Summary:
- Total charge: +1
- HOMO: -12.762 eV
- Orbital gap: 8.889 eV


Entry ii
Here is a gas-phase ion, C6H12NO (charge +1) from OMol25. Energies are from ωB97M-V/def2-TZVPD.

Last column: Löwdin charge in e.
Cartesian coordinates (Å):
C (-0.13, 2.21, -0.75)  0.1795
N (0.14, 1.06, -0.28)  0.0972
C (0.38, -0.09, -1.15)  -0.2569
C (0.97, 0.12, -2.33)  0.1179
C (-0.19, -1.42, -0.71)  -0.1268
C (-0.95, -1.33, 0.61)  -0.1695
C (-0.09, -0.97, 1.80)  -0.1881
O (0.06, 0.44, 2.02)  -0.0382
H (-0.43, 2.35, -1.77)  0.1194
H (-0.16, 3.05, -0.07)  0.1250
H (0.30, 0.89, 0.73)  0.0425
H (1.45, 1.05, -2.59)  0.0817
H (1.10, -0.62, -3.10)  0.0933
H (0.69, -2.06, -0.66)  0.1325
H (-0.89, -1.77, -1.47)  0.1321
H (-1.34, -2.34, 0.81)  0.1280
H (-1.84, -0.71, 0.48)  0.1299
H (0.94, -1.30, 1.65)  0.1412
H (-0.51, -1.46, 2.67)  0.1364
H (-0.70, 0.80, 2.46)  0.1227

Summary:
- Total charge: +1
- HOMO: -14.207 eV
- Orbital gap: 9.545 eV
- SMILES: C=[NH+]C(=C)CCCO


Entry iii
Here is a molecular structure, C6H12NO from OMol25. Energies are from ωB97M-V/def2-TZVPD.

Last column: Löwdin charge in e.
Cartesian coordinates (Å):
C (1.77, -0.63, 0.86)  0.0169
C (0.57, -0.31, 1.60)  -0.0096
C (1.51, -0.53, -0.45)  -0.0327
C (-0.39, 0.02, 0.72)  -0.3573
C (-0.61, -1.24, -1.32)  0.0465
C (0.01, 1.10, -1.43)  0.0463
N (0.12, -0.15, -0.66)  -0.2604
O (-1.66, 0.40, 0.78)  0.1308
H (2.71, -0.89, 1.30)  0.1301
H (0.48, -0.33, 2.67)  0.1285
H (2.15, -0.68, -1.30)  0.1443
H (-0.01, 2.57, 2.41)  0.0920
H (0.22, 1.87, 2.15)  0.0306
H (-0.17, -1.44, -2.30)  0.1206
H (-0.55, -2.14, -0.72)  0.1318
H (-1.66, -0.96, -1.44)  0.1209
H (0.37, 0.94, -2.45)  0.1209
H (-1.03, 1.43, -1.46)  0.1193
H (0.62, 1.88, -0.96)  0.1286
H (-1.96, 0.54, 1.68)  0.1521

Summary:
- Total charge: +1
- HOMO: -13.290 eV
- Orbital gap: 9.817 eV


Each structure's energy above the most stable one, in eV: entry i 3.321; entry ii 0.000; entry iii 0.652.